Record 1
ORCA calculation (wB97M-V/def2-TZVPD) on a structure of composition C22H26AlBrN4O3.

Results
Total charge: +2
LUMO: -0.21315 Eh
Orbital gap: 8.83 eV
DFT total energy: -111970.81178 eV

XYZ file:
```
57
Properties=species:S:1:pos:R:3:forces:R:3
Al -0.79090 -0.43415 -0.60116 -0.137 0.104 0.155
C -3.17358 3.95667 -2.84032 0.009 -0.016 -0.020
C -2.56060 2.59969 -3.01986 0.000 0.012 0.004
C -2.41066 2.02203 -4.28324 -0.006 0.013 0.003
C -1.83834 0.76934 -4.43649 -0.002 0.005 -0.036
C -1.42694 0.12530 -3.29217 -0.032 0.057 0.021
Br -0.63237 -1.58079 -3.27811 0.018 -0.075 -0.044
N -1.55693 0.64525 -2.07385 0.022 -0.031 -0.043
C -2.11199 1.86439 -1.93800 0.019 0.018 0.033
H -4.18590 3.97632 -3.24433 -0.002 -0.004 0.005
H -2.59407 4.70952 -3.37504 0.005 -0.001 0.004
H -3.21692 4.24003 -1.79092 -0.001 0.000 0.001
H -2.74576 2.56187 -5.16080 0.001 -0.002 0.001
H -1.71448 0.31257 -5.40736 0.001 -0.003 0.004
H -2.18295 2.23991 -0.92431 -0.006 -0.003 -0.001
O 0.91611 0.38007 -0.79775 0.023 0.033 -0.009
C 0.64823 1.06346 0.25045 0.041 0.044 -0.010
O -0.53697 0.83870 0.72686 -0.008 -0.006 -0.023
C 1.58853 1.97095 0.88116 -0.026 -0.029 -0.021
C 2.85659 2.14637 0.32197 -0.003 -0.018 -0.017
C 3.75765 2.99262 0.93989 0.001 0.008 0.009
C 3.39327 3.65753 2.10679 -0.002 -0.012 -0.014
C 2.13023 3.48369 2.66254 0.004 -0.004 -0.010
C 1.22191 2.63968 2.05085 -0.014 0.013 0.034
H 3.11650 1.62245 -0.58832 0.009 0.007 0.003
H 4.74093 3.14068 0.51552 0.002 0.004 0.005
H 4.10070 4.32086 2.58667 0.002 -0.001 -0.002
H 1.85892 4.00940 3.56742 0.000 0.001 -0.001
H 0.23328 2.49375 2.46518 0.003 0.002 0.000
N -2.75103 -1.87924 0.98339 0.011 0.009 -0.005
C -4.03055 -2.24160 1.10936 -0.037 -0.006 -0.005
C -4.71931 -1.71633 0.03430 0.005 0.004 0.011
C -3.76200 -1.03229 -0.70258 -0.004 0.030 -0.012
N -2.55860 -1.12844 -0.12320 0.035 -0.072 -0.035
H -1.97873 -2.09597 1.59559 0.012 -0.012 -0.008
H -4.36612 -2.84021 1.94003 0.023 0.005 0.009
H -5.76761 -1.81872 -0.18141 0.001 0.004 -0.002
H -3.88521 -0.48087 -1.61945 0.006 -0.003 0.000
O -0.03927 -1.95197 0.04980 0.001 -0.082 -0.010
C 0.58786 -2.85495 0.65350 0.041 0.015 -0.022
C 1.54643 -3.74472 -0.04768 0.025 -0.003 0.015
C 2.94378 -3.29092 0.49317 -0.011 0.003 0.012
C 3.04597 -1.83998 1.02423 -0.001 0.011 0.007
C 2.55944 -1.58808 2.46732 -0.031 -0.047 -0.014
C 1.04468 -1.66810 2.67874 0.098 0.047 -0.003
N 0.55915 -2.89958 1.99418 -0.052 -0.003 0.034
H 1.45653 -3.61207 -1.12263 -0.016 0.015 0.000
H 1.36924 -4.79436 0.19074 -0.015 0.001 -0.003
H 3.65364 -3.41386 -0.32278 0.004 -0.012 0.002
H 3.25785 -3.97791 1.28130 0.009 0.002 -0.002
H 2.56450 -1.14452 0.32868 0.006 -0.009 -0.007
H 4.10419 -1.57915 1.00619 -0.001 0.007 -0.004
H 2.89697 -0.60063 2.78893 -0.007 0.003 0.018
H 3.04538 -2.30993 3.13069 0.010 0.007 -0.002
H 0.52536 -0.81019 2.25544 -0.029 -0.031 0.006
H 0.78418 -1.73294 3.73223 -0.016 0.004 -0.001
H 1.02981 -3.72062 2.35865 0.010 -0.002 -0.010
```
Forces are in eV/Å.

=====

Record 2
ORCA calculation (wB97M-V/def2-TZVPD) on a structure of composition C38H29BrClN5O3V.

Results
Multiplicity: 3
Total charge: -1
LUMO (alpha / beta): 0.07767 / 0.07756 Eh
Orbital gap (alpha / beta): 4.14 / 6.81 eV
DFT total energy: -161724.38665 eV

XYZ file:
```
78
Properties=species:S:1:pos:R:3:forces:R:3
V -0.36596 0.40203 0.26759 0.159 2.016 -0.558
O 0.82244 -4.34097 1.51175 0.023 -0.079 -0.016
C 0.18288 -4.00366 2.68267 0.032 0.031 -0.104
C 0.06367 -4.89554 3.73597 -0.027 0.026 0.033
C -0.60884 -4.50564 4.88651 -0.014 0.018 0.017
C -1.15608 -3.23516 4.97647 0.028 -0.035 -0.044
C -1.02251 -2.35353 3.91142 0.088 0.052 0.013
C -0.34899 -2.72218 2.75957 -0.060 -0.026 0.144
C -0.20079 -1.74123 1.61808 -0.172 -0.203 -0.084
O -0.67172 -0.50729 1.91906 0.148 -0.433 0.294
N -1.00139 -2.29452 0.45649 -0.042 -0.286 0.127
N -1.52185 -1.36264 -0.38195 0.337 -0.541 -0.156
C -1.90679 -1.75247 -1.53687 -0.123 0.098 0.071
C -2.56890 -0.91288 -2.53307 0.166 -0.364 -0.088
Br -3.62321 0.51826 -1.90078 -0.079 0.007 0.012
C -2.56993 -1.17989 -3.84865 0.163 0.092 0.040
C -1.71390 -2.12584 -4.58923 -0.241 0.121 0.243
C -2.11074 -2.48004 -5.88059 -0.019 -0.123 -0.029
C -1.35705 -3.34922 -6.65017 -0.007 0.020 0.008
C -0.17536 -3.87525 -6.14711 0.024 0.007 0.050
C 0.24763 -3.50896 -4.87711 -0.044 -0.011 -0.049
C -0.50845 -2.63959 -4.10601 0.152 0.007 0.038
H 1.17902 -5.23179 1.58978 -0.010 0.044 0.009
H 0.48899 -5.88933 3.65517 0.022 -0.043 -0.004
H -0.70272 -5.20081 5.71026 0.000 -0.027 0.026
H -1.68028 -2.92910 5.87086 -0.018 0.008 0.044
H -1.41598 -1.34617 3.94981 -0.011 0.002 0.002
H 0.86691 -1.72033 1.31828 -0.053 -0.037 -0.007
H -0.57892 -3.09948 -0.00228 -0.079 0.102 0.057
H -1.75694 -2.79514 -1.83179 -0.147 0.080 0.099
H -3.26050 -0.62042 -4.46920 0.087 0.108 0.014
H -3.02993 -2.06877 -6.27839 -0.026 0.025 -0.013
H -1.68816 -3.60807 -7.64741 -0.003 -0.014 -0.020
H 0.42313 -4.54703 -6.74710 0.018 -0.024 -0.027
H 1.18519 -3.88128 -4.48614 0.025 -0.007 -0.007
H -0.11510 -2.31689 -3.15057 -0.042 0.057 -0.017
Cl 4.35755 2.93173 -4.69576 -0.021 -0.011 0.035
C 3.19087 2.06411 -3.70021 0.075 0.068 -0.053
C 2.39508 1.09940 -4.29716 -0.051 -0.043 0.085
C 1.46961 0.43116 -3.48783 0.130 0.092 -0.238
C 1.34524 0.70445 -2.13931 -0.110 0.047 0.306
O 0.43406 0.04978 -1.42733 -0.008 -0.339 -0.076
C 2.17808 1.69225 -1.52242 0.156 0.008 -0.208
C 2.14152 1.98911 -0.15382 -0.119 0.036 0.085
N 1.35010 1.39893 0.78006 0.142 -0.478 -0.087
C 1.39332 1.97451 2.04442 -0.110 0.001 0.210
C 1.15281 3.31823 2.23269 -0.081 0.062 -0.005
C 1.09074 3.89117 3.51753 0.020 -0.072 -0.063
C 1.27237 3.12334 4.63158 0.023 -0.105 -0.060
C 1.57424 1.74693 4.48321 0.000 0.061 0.232
C 1.81310 0.90687 5.59824 -0.003 0.079 -0.006
C 2.17084 -0.39121 5.40328 0.016 -0.034 -0.073
C 2.31745 -0.84828 4.07212 -0.045 0.012 0.136
N 2.08097 -0.11754 3.02059 -0.085 0.046 -0.091
C 1.67207 1.16900 3.19981 0.061 -0.079 -0.153
C 3.10107 2.36852 -2.36273 0.008 0.010 -0.024
H 2.48607 0.88074 -5.35014 -0.002 -0.006 -0.050
H 0.81250 -0.31498 -3.91516 -0.009 0.010 -0.020
H 2.85034 2.72963 0.21319 -0.021 0.010 -0.053
H 0.93669 3.92285 1.35955 0.007 0.007 0.018
H 0.86642 4.94548 3.61285 -0.013 0.046 0.001
H 1.20207 3.54451 5.62623 -0.006 0.018 0.044
H 1.71693 1.31992 6.59658 -0.013 -0.003 0.002
H 2.35607 -1.06242 6.23156 0.006 -0.009 0.001
H 2.64540 -1.86788 3.89307 0.006 -0.056 -0.024
H 3.74157 3.13091 -1.93890 0.031 0.010 0.007
N -1.31046 1.74867 0.19009 -0.335 0.036 -0.022
C -1.73296 3.01622 -0.12857 0.146 -0.348 0.140
C -1.27364 3.65462 -1.28415 0.066 0.064 -0.142
C -1.70570 4.93205 -1.59423 -0.026 0.017 0.034
C -2.60421 5.59569 -0.76525 0.009 0.001 -0.018
C -3.06404 4.96374 0.38351 0.016 -0.020 -0.007
C -2.63288 3.68666 0.70403 -0.100 0.129 0.021
H -0.57309 3.12795 -1.92157 0.003 0.000 0.001
H -1.33758 5.41280 -2.49119 0.009 0.033 -0.036
H -2.94174 6.59373 -1.01236 -0.006 0.027 -0.007
H -3.76177 5.47030 1.03865 -0.024 0.030 0.014
H -2.97595 3.18721 1.59993 -0.005 -0.025 0.022
```
Forces are in eV/Å.

=====

Record 3
ORCA calculation (wB97M-V/def2-TZVPD) on a cluster of 8 separate species, C40H40N8 in total.

Results
Structure (SMILES): c1ccncc1.c1ccncc1.c1ccncc1.c1ccncc1.c1ccncc1.c1ccncc1.c1ccncc1.c1ccncc1
LUMO: 0.01687 Eh
Orbital gap: 9.74 eV
DFT total energy: -54047.79786 eV

XYZ file:
```
88
Properties=species:S:1:pos:R:3:forces:R:3
C -22.99224 0.65591 -12.30334 -0.305 0.623 0.035
C -24.04658 1.28340 -11.63320 0.124 -0.744 -0.103
C -23.76010 2.38752 -10.87034 0.262 0.980 0.374
N -22.55774 2.98786 -10.78882 -0.008 -0.270 -0.272
C -21.57729 2.43008 -11.48707 0.059 -0.801 -0.223
C -21.75317 1.25083 -12.22046 0.147 -0.222 -0.169
H -23.10367 -0.22730 -12.91749 -0.244 -0.088 0.153
H -25.05418 0.88972 -11.63736 0.018 -0.033 -0.080
H -24.52718 2.87895 -10.28182 -0.129 -0.127 -0.056
H -20.58017 2.85571 -11.47434 -0.090 0.327 0.258
H -20.94286 0.74730 -12.73530 0.262 0.366 0.104
C -16.16663 3.13949 -16.08996 0.000 0.031 0.823
C -17.20481 4.01088 -16.34910 -0.644 0.055 -0.673
C -16.97206 5.10768 -17.16525 0.974 0.318 0.440
N -15.74897 5.41838 -17.63087 -0.613 -0.279 0.129
C -14.75324 4.58894 -17.32052 -0.120 0.149 -0.552
C -14.90180 3.44321 -16.55096 0.114 0.049 -0.204
H -16.34155 2.29859 -15.42819 0.068 -0.148 -0.202
H -18.21698 3.82327 -16.00995 0.095 -0.057 0.195
H -17.75520 5.82507 -17.36949 -0.113 -0.049 -0.176
H -13.81451 4.84726 -17.79836 0.194 -0.080 0.304
H -14.05195 2.80889 -16.33868 0.001 -0.004 -0.023
C -15.11534 3.13542 -11.28327 -0.052 0.620 0.167
C -16.13375 3.32808 -12.21297 0.237 -0.120 0.112
C -17.45958 3.28689 -11.79642 0.405 -1.379 -0.105
N -17.82544 2.99917 -10.53372 0.053 0.237 -0.717
C -16.83666 2.83612 -9.65948 -0.464 0.441 -0.093
C -15.48613 2.92078 -9.97385 -0.479 0.097 0.902
H -14.07063 3.26695 -11.53769 0.002 -0.217 -0.140
H -15.88924 3.46067 -13.25874 -0.114 0.173 -0.011
H -18.21162 3.24055 -12.57928 -0.359 0.542 0.247
H -17.16007 2.69988 -8.63257 0.159 -0.148 0.068
H -14.84404 2.89672 -9.10148 0.526 -0.253 -0.423
C -22.45365 5.95707 -14.28610 0.354 0.401 0.096
C -21.19515 6.38315 -13.87807 -0.285 0.053 0.095
C -20.15795 5.47089 -13.86289 0.182 -0.067 -0.889
N -20.29612 4.20141 -14.25788 -0.127 -0.076 0.514
C -21.52541 3.77596 -14.56395 0.478 0.531 0.428
C -22.62545 4.63031 -14.61050 -0.048 -0.778 -0.314
H -23.23794 6.69930 -14.35410 -0.222 -0.229 0.004
H -21.04692 7.41823 -13.60141 0.146 -0.038 0.048
H -19.14013 5.79419 -13.67199 -0.008 -0.025 0.232
H -21.59187 2.70642 -14.70816 -0.287 0.011 -0.378
H -23.56745 4.21446 -14.94405 -0.116 0.180 0.132
C -11.07394 4.11670 -11.04712 -0.357 0.007 -0.310
C -11.11728 2.74209 -11.22351 0.162 -0.054 0.003
C -11.58198 1.96070 -10.18639 -0.237 -0.253 0.364
N -12.04701 2.45344 -9.03840 -0.020 0.075 -0.104
C -12.02824 3.77583 -8.89623 0.165 0.259 0.222
C -11.53385 4.65735 -9.85221 0.224 -0.379 -0.288
H -10.76887 4.73541 -11.88249 0.205 0.151 0.202
H -10.78052 2.25031 -12.12653 0.020 0.189 -0.083
H -11.60165 0.87881 -10.27197 0.008 0.028 -0.044
H -12.40476 4.16211 -7.95373 -0.041 -0.032 -0.016
H -11.47186 5.71987 -9.66669 -0.193 0.029 0.044
C -18.59046 -0.56028 -8.73608 0.001 0.019 0.798
C -19.72515 0.11699 -9.13820 -0.270 0.061 -0.587
C -20.88436 -0.61247 -9.37903 0.086 -0.330 -0.093
N -20.94733 -1.93179 -9.23184 0.065 -0.281 0.195
C -19.84995 -2.57400 -8.82356 -0.006 0.202 -0.377
C -18.64204 -1.93992 -8.55760 -0.378 0.055 -0.180
H -17.73415 0.02819 -8.42798 0.260 -0.208 -0.343
H -19.68382 1.17465 -9.36870 -0.065 0.056 0.249
H -21.81048 -0.17800 -9.73738 0.137 0.369 0.082
H -19.94669 -3.65194 -8.76712 0.081 -0.030 0.167
H -17.79361 -2.53338 -8.24856 0.099 0.139 0.083
C -13.54149 6.37810 -6.30804 -0.597 -0.170 -0.093
C -14.69060 6.26551 -7.09968 1.369 0.045 -0.089
C -15.39027 5.08163 -7.04768 -1.029 -0.369 0.188
N -15.07453 4.02193 -6.28762 0.373 0.315 -0.106
C -13.97418 4.14297 -5.55642 0.390 0.623 0.581
C -13.21291 5.31729 -5.48252 0.274 -0.135 -0.705
H -12.92583 7.26690 -6.35221 0.010 0.015 0.042
H -14.87575 7.01615 -7.85587 -0.502 0.073 0.182
H -16.32825 4.98036 -7.58462 0.129 0.018 -0.244
H -13.64988 3.31562 -4.93609 -0.252 -0.268 -0.152
H -12.27686 5.35633 -4.94067 -0.181 -0.147 0.317
C -17.55745 7.73169 -10.28293 0.053 0.573 -1.233
C -17.45450 8.31238 -9.04062 0.177 -0.812 0.455
C -18.05189 7.62924 -7.97740 0.525 0.216 -0.392
N -18.70760 6.48527 -8.12680 -0.024 -0.363 -0.019
C -18.81824 5.95585 -9.35811 -0.356 1.098 0.482
C -18.31311 6.59410 -10.48591 -0.089 -1.052 0.726
H -17.05652 8.20235 -11.12486 -0.080 -0.036 0.011
H -16.79909 9.15961 -8.89502 -0.240 0.174 0.142
H -17.89594 8.00331 -6.97197 -0.312 -0.067 0.128
H -19.39381 5.04385 -9.43232 0.096 -0.136 -0.037
H -18.47412 6.07588 -11.42195 0.283 0.379 -0.226
```
Forces are in eV/Å.